# 1
The molecule C6H16N2, computed with wB97M-V/def2-TZVPD.

```
24
Properties=species:S:1:pos:R:3:mulliken_charge:R:1
N -0.77 1.99 -0.05 -0.341
N -2.06 1.16 1.84 -0.677
C 0.88 0.47 -1.20 -0.819
C 1.71 -1.75 -0.31 -0.377
C 0.42 1.14 0.09 -0.433
C 1.19 -3.04 0.32 -1.213
C 0.71 -1.06 -1.24 -0.718
C -2.03 1.42 0.41 -0.322
H -2.80 2.14 0.16 0.362
H -0.31 -1.31 -0.95 0.334
H 0.24 0.35 0.83 0.109
H -1.45 0.36 2.01 0.257
H 0.38 0.94 -2.07 0.474
H 1.94 0.67 -1.38 0.289
H 2.66 -1.88 -0.84 0.421
H -2.32 0.47 -0.07 0.297
H 0.33 -3.41 -0.23 0.324
H 1.23 1.72 0.54 0.249
H 0.69 -2.79 1.26 0.289
H 0.91 -1.36 -2.28 0.322
H -1.57 1.92 2.32 0.290
H -0.78 2.25 -1.03 0.252
H 1.95 -1.02 0.46 0.299
H 1.92 -3.83 0.43 0.334
```

The frontier orbital gap comes out at 0.3624 Ha. Its multiplicity is 1. The LUMO energy comes out at 1.067 eV. The total charge is 0. As for the HOMO energy: -8.8 eV.

***

# 2
The molecule C3H3ClOS, computed with wB97M-V/def2-TZVPD.

```
9
Properties=species:S:1:pos:R:3:mulliken_charge:R:1
Cl -2.79 -0.01 -0.07 -0.179
S 2.03 -1.07 -0.03 -0.267
O 2.01 1.56 -0.05 -0.468
C 1.22 0.43 0.04 0.462
C -1.10 -0.48 0.07 -0.164
C -0.23 0.47 0.21 -0.439
H 1.26 2.33 -0.45 0.369
H -1.06 -1.50 0.09 0.417
H -0.72 1.39 0.56 0.269
```

The frontier orbital gap comes out at 0.2919 Ha. Its multiplicity is 1. The LUMO energy comes out at -0.969 eV. The total charge is 0. As for the HOMO energy: -8.9 eV.

***

# 3
The molecule C11H15NO3, computed with wB97M-V/def2-TZVPD.

```
30
Properties=species:S:1:pos:R:3:mulliken_charge:R:1
O -0.80 -3.82 -1.08 -0.527
O -0.69 -2.67 -2.98 -0.551
O -1.87 -0.65 -1.07 -0.331
N -0.43 -2.86 -1.79 0.796
C -2.99 -1.51 -1.19 -0.822
C -0.31 0.32 0.36 0.266
C 1.82 3.84 1.59 -1.376
C 0.15 0.43 1.68 -0.618
C 0.30 -1.67 -1.00 0.509
C 0.82 1.58 2.07 -0.586
C -0.80 -1.00 -0.19 -0.243
C 1.46 -2.23 -0.22 -1.307
C 0.44 2.57 -0.10 -0.787
C 1.00 2.65 1.18 0.994
C -0.23 1.42 -0.51 -0.456
H 0.62 -1.00 -1.81 0.385
H -0.68 1.36 -1.50 0.410
H 2.35 -1.61 -0.39 0.297
H -3.35 -1.39 -2.22 0.264
H 0.54 3.41 -0.78 0.262
H 2.86 3.56 1.79 0.306
H 0.00 -0.41 2.36 0.374
H 1.69 -3.25 -0.55 0.415
H -1.11 -1.67 0.63 0.368
H -3.76 -1.15 -0.49 0.275
H 1.25 -2.24 0.86 0.262
H -2.77 -2.57 -0.99 0.373
H 1.82 4.59 0.79 0.334
H 1.42 4.30 2.50 0.336
H 1.24 1.67 3.08 0.377
```

The frontier orbital gap comes out at 0.3441 Ha. Its multiplicity is 1. The LUMO energy comes out at 0.266 eV. The total charge is 0. As for the HOMO energy: -9.1 eV.

***

# 4
A structure of composition C36H29N13O4S3W, computed with wB97M-V/def2-TZVPD.

```
86
Properties=species:S:1:pos:R:3:mulliken_charge:R:1
W -0.50 -0.41 -0.18 1.853
S 2.59 -0.09 -3.87 -0.397
S -4.37 -3.00 -1.28 -0.385
S 1.08 2.68 0.93 1.196
O 0.99 2.05 2.23 -0.756
O 0.60 4.03 0.82 -0.781
O 1.34 -0.61 0.67 0.909
O -2.16 0.75 0.50 -0.926
N 0.78 -0.70 -1.85 -0.589
N 5.94 -1.36 1.06 -0.704
N -1.46 0.31 2.61 -1.712
N 6.75 1.67 -0.43 -0.580
N 0.29 1.70 -0.12 -0.950
N 2.89 -0.15 2.18 -0.119
N 2.83 -3.29 -1.45 -0.733
N -2.24 -1.51 -1.17 0.465
N -1.10 1.10 -1.69 0.520
N -0.34 3.34 -1.78 -0.527
N -0.88 -0.70 1.88 1.847
N -3.43 -1.76 0.85 -0.215
N -0.24 -2.53 0.27 0.640
C -1.50 -1.71 -3.58 0.891
C -1.96 1.30 -2.68 -0.298
C 0.46 -5.10 1.03 -0.681
C -0.03 -3.48 -0.65 -0.155
C -2.85 -3.11 -5.02 -0.699
C -0.44 -1.76 2.50 1.014
C -0.10 -2.84 1.58 0.808
C -2.02 2.54 -3.28 -1.055
C -2.60 2.75 3.52 -0.433
C -0.43 -1.88 3.98 -1.712
C 3.75 2.77 1.39 -0.721
C 4.44 1.80 -1.12 -0.947
C -1.15 3.52 -2.81 -0.699
C 3.11 2.07 -0.82 -0.392
C 2.55 -0.77 1.03 -0.089
C -3.41 3.10 1.28 -0.015
C -2.72 2.32 2.20 0.129
C -3.86 4.73 2.99 -0.386
C 3.12 -2.49 -0.66 -0.246
C -3.44 -2.82 -2.74 0.256
C 0.27 -4.12 1.98 -0.943
C -1.76 -2.28 -4.82 -1.074
C 3.48 -1.56 0.34 0.897
C 2.76 2.53 0.44 0.450
C -2.34 -1.99 -2.51 -1.395
C 5.08 2.51 1.09 -0.691
C -3.71 -3.39 -3.97 -0.478
C 0.29 -4.78 -0.31 -1.090
C 4.84 -1.49 0.74 -0.937
C 1.59 -0.43 -2.67 0.792
C 5.43 1.98 -0.15 0.819
C -2.08 1.07 1.76 0.586
C -0.37 2.14 -1.21 0.778
C -3.17 3.95 3.91 -0.834
C -3.24 -1.97 -0.46 0.234
C -3.98 4.30 1.67 -1.086
H 3.48 3.13 2.37 0.453
H -4.57 -4.03 -4.11 0.425
H -0.64 -1.07 -3.45 0.370
H -1.08 -2.06 -5.63 0.496
H -1.11 4.49 -3.29 0.482
H 0.31 -2.61 4.31 0.602
H 2.29 0.62 2.44 0.266
H -0.19 -0.91 4.42 0.403
H 0.75 -6.09 1.32 0.451
H -3.48 2.77 0.25 0.469
H 7.31 1.43 0.37 0.253
H -3.03 -3.54 -5.99 0.410
H 4.69 1.39 -2.09 0.234
H 0.48 -5.50 -1.10 0.455
H -4.30 5.67 3.29 0.397
H -2.96 -0.97 1.26 0.180
H 0.39 -4.34 3.03 0.400
H -0.07 -3.17 -1.68 0.516
H -3.06 4.29 4.93 0.413
H -4.51 4.91 0.95 0.421
H -4.32 -2.03 1.25 0.321
H 5.84 2.68 1.84 0.316
H -2.69 2.73 -4.11 0.467
H -2.04 2.15 4.22 0.445
H 3.87 -0.09 2.41 0.351
H 2.36 1.86 -1.57 0.339
H 6.87 1.00 -1.18 0.257
H -1.40 -2.18 4.37 0.252
H -2.58 0.48 -2.99 0.500
```

The frontier orbital gap (spin up / spin down) comes out at 0.2352 / 0.2352 Ha. Its multiplicity is 1. The LUMO energy (spin up / spin down) comes out at -0.918 / -0.918 eV. The total charge is 0. As for the HOMO energy (spin up / spin down): -7.3 / -7.3 eV.

***

# 5
The molecule C2H5N3OS, computed with wB97M-V/def2-TZVPD.

```
12
Properties=species:S:1:pos:R:3:mulliken_charge:R:1
S -2.76 0.19 -0.18 -0.194
O 2.70 0.72 -0.12 -0.366
N 0.15 1.31 -0.07 -0.680
N -1.27 -0.59 -0.09 -0.305
N 2.36 -0.57 -0.09 -0.362
C -0.04 0.04 -0.08 1.037
C 1.11 -0.88 -0.07 -0.468
H 0.93 -1.95 -0.07 0.300
H -0.71 1.84 -0.09 0.194
H 1.86 1.26 -0.09 0.424
H -1.30 -1.60 -0.19 0.258
H -3.03 0.21 1.13 0.161
```

The frontier orbital gap comes out at 0.3772 Ha. Its multiplicity is 1. The LUMO energy comes out at 0.408 eV. The total charge is 0. As for the HOMO energy: -9.9 eV.

***

# 6
A cluster of 3 separate species, C4H15NO2 in total, computed with wB97M-V/def2-TZVPD.

```
22
Properties=species:S:1:pos:R:3:mulliken_spin:R:1
O 0.69 0.63 -2.99 0.001
O 2.68 -1.00 -1.63 0.000
N -1.84 -0.02 0.75 0.791
C 0.29 1.00 0.10 0.094
C -1.75 -1.13 -0.18 0.006
C -0.71 0.72 1.24 -0.004
C 0.06 0.15 2.46 0.067
H -1.07 1.66 1.64 -0.008
H -2.43 -1.03 -1.03 0.022
H 0.95 0.74 2.64 -0.003
H -2.64 0.58 0.51 -0.032
H -0.51 0.20 3.38 -0.003
H 3.12 -0.14 -1.61 0.000
H 0.32 -0.91 2.27 0.001
H -2.13 -2.00 0.39 0.058
H 1.10 1.59 0.56 0.006
H 0.71 0.12 -0.38 -0.003
H -0.71 -1.30 -0.46 0.012
H 1.24 -0.15 -2.81 0.000
H -0.12 0.19 -3.29 0.000
H 2.92 -1.42 -0.82 0.000
H -0.17 1.51 -0.75 -0.004
```

The frontier orbital gap (spin up / spin down) comes out at 0.4147 / 0.2494 Ha. Its multiplicity is 2. As for the expectation value of S²: 0.754. The LUMO energy (spin up / spin down) comes out at -3.170 / -7.667 eV. The total charge is +1. As for the HOMO energy (spin up / spin down): -14.5 / -14.5 eV.

***

# 7
A structure of composition C63H46AlOP2S, computed with wB97M-V/def2-TZVPD.

```
114
Properties=species:S:1:pos:R:3:mulliken_charge:R:1
S 1.62 -1.14 1.24 1.072
P -1.10 -1.50 -0.81 0.790
P 1.96 1.96 0.96 1.352
Al -0.11 0.55 0.15 2.179
O 0.21 -0.52 1.61 -0.308
C -0.63 -2.01 -2.47 0.698
C 2.22 4.25 -0.64 -0.548
C 4.60 3.39 -1.80 -0.729
C -3.53 2.66 -2.03 -0.011
C -2.46 1.82 -2.63 0.790
C 1.37 -5.70 1.31 0.437
C 4.28 2.45 2.43 -0.318
C 4.18 -0.76 4.99 0.399
C -0.37 3.00 2.18 0.135
C -5.06 -0.60 -1.49 -0.719
C 2.79 3.04 -0.25 0.701
C 3.31 1.50 2.14 0.325
C -1.64 0.05 -5.87 -0.689
C -1.51 0.77 -4.69 -0.589
C -2.87 -0.42 -6.28 -0.747
C 5.23 -0.46 6.02 -0.856
C -1.30 1.74 -1.92 -0.753
C 0.87 5.12 3.41 -1.049
C 5.87 0.87 5.56 -0.743
C 4.05 4.61 -2.16 -0.510
C -2.63 1.05 -3.88 0.652
C -3.25 -0.65 0.61 -1.075
C -1.13 3.89 2.93 -1.134
C -2.07 -5.29 0.36 -1.136
C 2.86 5.03 -1.59 -0.797
C -0.46 -7.25 1.01 -0.803
C 1.39 -2.91 1.13 0.161
C -1.01 -3.08 0.11 0.179
C 5.21 2.34 3.49 -1.362
C -0.23 1.82 -1.24 -0.824
C -5.47 -0.24 -0.21 -0.653
C -5.59 4.22 -0.86 -0.568
C 2.52 -3.63 1.45 -0.517
C 4.16 0.26 4.02 1.127
C -2.85 -1.05 -0.68 0.702
C 1.03 -7.16 1.41 -0.890
C -3.50 3.02 -0.68 0.376
C -0.50 4.95 3.55 -0.490
C 0.36 -2.91 -4.90 -0.639
C -0.88 -3.35 -4.45 -0.833
C -4.51 3.78 -0.10 -0.699
C -4.60 3.16 -2.80 -0.611
C 0.60 -1.55 -2.94 -0.269
C 3.29 0.30 2.91 -1.332
C -5.61 3.92 -2.22 -0.818
C -3.76 -1.00 -1.73 -0.228
C 2.54 -5.03 1.53 -1.202
C 1.61 4.23 2.65 0.147
C 2.45 -1.84 3.76 -0.208
C -3.87 0.55 -4.31 -0.253
C 2.49 -0.88 2.77 0.131
C 3.97 2.60 -0.85 -0.623
C -0.87 -5.83 0.74 0.063
C -4.56 -0.26 0.84 -0.953
C 1.10 -2.01 -4.15 -0.776
C -1.37 -2.92 -3.23 -0.357
C -3.99 -0.17 -5.49 -1.065
C 3.27 -1.78 4.90 -1.419
C -2.10 -3.93 0.01 -0.013
C 0.23 -4.97 0.91 1.276
C 0.20 -3.57 0.70 -1.847
C 1.01 3.15 2.02 0.336
C 5.11 1.25 4.31 0.040
H -6.38 4.80 -0.41 0.420
H -4.96 -0.55 -5.80 0.409
H 5.94 3.12 3.65 0.481
H -2.96 -5.90 0.27 0.484
H 3.43 -3.10 1.70 0.728
H 5.80 1.65 6.32 0.306
H -6.49 0.07 -0.03 0.427
H 2.41 5.98 -1.89 0.450
H -5.77 -0.56 -2.31 0.482
H -4.87 0.03 1.84 0.466
H -1.08 5.66 4.14 0.409
H -0.55 1.15 -4.38 0.515
H -0.90 2.18 1.72 -0.148
H -2.31 -3.30 -2.86 0.403
H -6.42 4.29 -2.84 0.398
H 3.46 -5.54 1.81 0.482
H 1.16 -0.83 -2.36 0.267
H -4.75 0.73 -3.71 0.863
H 4.54 5.23 -2.90 0.406
H 4.40 1.65 -0.56 0.360
H 0.74 -3.26 -5.85 0.437
H -2.53 -0.67 1.43 0.636
H 3.21 -2.57 5.65 0.469
H 1.28 4.57 -0.21 0.418
H -2.20 3.74 3.03 0.476
H 5.52 3.05 -2.26 0.428
H 1.21 -7.53 2.42 0.310
H -4.46 4.05 0.95 0.364
H -1.07 -7.70 1.80 0.329
H -3.02 -3.52 -0.39 0.608
H -2.66 2.71 -0.07 0.103
H 6.93 0.75 5.34 0.309
H -1.45 -4.05 -5.04 0.472
H 4.33 3.34 1.81 0.700
H 5.96 -1.26 6.09 0.329
H 4.78 -0.37 7.01 0.323
H -0.76 -0.13 -6.48 0.455
H -4.62 2.99 -3.87 0.572
H 1.36 5.96 3.89 0.453
H 2.06 -1.66 -4.51 0.463
H -3.44 -1.26 -2.73 0.437
H 1.67 -7.75 0.74 0.328
H -2.97 -0.99 -7.20 0.429
H 2.68 4.39 2.55 0.377
H -0.60 -7.86 0.12 0.288
H 1.76 -2.67 3.67 0.777
```

The frontier orbital gap comes out at 0.1643 Ha. Its multiplicity is 1. The LUMO energy comes out at -3.087 eV. The total charge is +1. As for the HOMO energy: -7.6 eV.

***

# 8
The molecule C2H2N2OS, computed with wB97M-V/def2-TZVPD.

```
8
Properties=species:S:1:pos:R:3:mulliken_charge:R:1
S -1.35 0.04 -1.46 -0.257
O 0.89 -0.21 1.73 -0.077
N 1.07 0.31 -0.30 -0.187
N 1.73 0.24 0.76 -0.162
C -0.25 -0.03 -0.10 -0.007
C -0.31 -0.45 1.18 0.123
H -0.74 1.13 -2.00 0.165
H -0.97 -1.00 1.82 0.403
```

The frontier orbital gap comes out at 0.3731 Ha. Its multiplicity is 1. The LUMO energy comes out at 0.717 eV. The total charge is 0. As for the HOMO energy: -9.4 eV.

***

Results for ΔE to the lowest compared entry with this formula, charge and spin: 0.9373 1.6503 3.2791 1.0530 3.0065 0.0282 0.1279 2.0269 (in eV, following the order of the records).
Results for E: -9461.13705 -28562.53389 -19279.73257 -99699.09682 -19505.94391 -9967.81055 -104128.75416 -17966.94926 (in eV, following the order of the records).